No. 1
One molecule with the formula C4H10FP in a non-equilibrium geometry. Source: the OMol25 dataset; level of theory: wB97M-V/def2-TZVPD.

Results
Highest occupied orbital energy   -6.773 eV

Last column: Löwdin charge in e.
Geometry (Å):
1 H 1.326 -1.048 -1.858  0.0516
2 C 0.336 -0.649 -0.022  -0.4902
3 F 0.741 1.472 -1.238  -0.1786
4 H -0.388 -1.412 -2.016  0.0865
5 H -1.386 2.241 -0.567  0.0302
6 C 0.475 -1.372 -1.303  -0.1902
7 H -0.464 -1.411 2.065  0.0749
8 C -0.118 -1.731 1.027  -0.1596
9 H -0.391 3.474 0.359  0.0872
10 H 0.718 -2.345 1.263  0.0425
11 C -0.813 2.402 0.323  -0.2270
12 H -1.544 2.224 1.020  -0.0017
13 H -0.933 -2.301 0.671  0.0420
14 H 1.368 1.745 1.123  0.0304
15 P 0.445 1.092 0.181  0.7549
16 H 0.629 -2.378 -1.028  0.0471



No. 2
C26H19LiN3O4PSe as an isolated structure in a non-equilibrium geometry. Source: the OMol25 dataset; level of theory: wB97M-V/def2-TZVPD.

Results
Total charge   -2
Highest occupied orbital energy   -1.437 eV

Last column: Löwdin charge in e.
Geometry (Å):
1 C 2.385 -1.132 -1.317  -0.2744
2 C -4.203 -0.170 1.582  -0.0734
3 C 2.551 -0.866 1.618  -0.1240
4 H 2.123 -1.979 4.739  0.0774
5 H -0.910 1.108 -2.546  0.0447
6 N -1.876 0.914 4.119  -0.2766
7 O -2.669 0.250 -2.820  -0.1917
8 Se -0.478 1.852 3.726  1.0302
9 C -2.496 0.744 2.951  -0.4157
10 O -3.891 -2.063 -2.377  -0.1251
11 H 3.237 0.691 -1.637  0.0547
12 H 1.518 4.285 0.286  0.0874
13 H -2.096 1.615 -0.416  0.0981
14 C 0.227 -1.253 2.052  -0.1005
15 C 1.353 2.205 -0.308  -0.1328
16 C 2.954 -1.323 2.858  -0.0979
17 H 3.830 -4.090 -1.748  0.0645
18 C -0.199 1.678 -2.021  -0.0746
19 H 4.005 -1.186 3.156  0.0973
20 C -1.903 1.349 1.725  -0.3445
21 C 3.857 -3.056 -1.680  -0.0923
22 C -2.553 1.127 0.433  0.0108
23 C 3.491 -0.293 -1.558  -0.0848
24 P 0.720 -0.544 -0.677  0.6369
25 H 2.096 1.859 0.372  0.0841
26 Li -2.082 -1.267 -1.962  0.5258
27 H 3.369 -0.463 0.997  0.0978
28 H -4.078 -0.628 3.582  0.0916
29 H 5.848 -2.597 -2.276  0.0698
30 C 1.914 -1.645 3.740  -0.1371
31 O -5.932 -1.208 -2.668  -0.0870
32 C -3.929 0.247 -3.082  -0.6403
33 H 1.754 -3.201 -0.932  0.1300
34 C -3.669 0.377 0.400  -0.0459
35 N -0.462 -1.371 -1.147  -0.3720
36 C -3.662 -0.047 2.802  -0.0601
37 H 5.556 -0.176 -1.983  0.0801
38 C 1.240 -0.848 1.161  -0.2292
39 C 4.730 -0.848 -1.946  -0.1029
40 C 0.208 4.012 -1.393  -0.1291
41 C -4.671 -1.145 -2.695  -0.6688
42 O -4.529 1.073 -3.741  -0.0089
43 C 4.899 -2.207 -2.061  -0.1182
44 N -0.835 2.095 2.001  -0.2152
45 H -0.083 -2.159 4.102  0.1200
46 H -5.035 -0.889 1.460  0.1233
47 C 0.702 1.245 -1.041  -0.3071
48 C 0.581 -1.623 3.351  -0.1286
49 H -4.159 0.229 -0.565  0.1057
50 H -0.809 -1.237 1.778  0.0888
51 C -0.330 3.074 -2.240  -0.0868
52 C 2.607 -2.520 -1.320  -0.0881
53 H -1.112 3.368 -2.979  0.1185
54 C 1.104 3.582 -0.429  -0.1110
55 H -0.206 5.054 -1.424  0.1067



No. 3
C40H36N11NaO2S as an isolated structure. Source: the OMol25 dataset; level of theory: wB97M-V/def2-TZVPD.

Results
Total charge   -2
Highest occupied orbital energy   0.118 eV

Last column: Löwdin charge in e.
Geometry (Å):
1 C 2.986 -0.260 -1.676  -0.0649
2 C 0.953 -5.320 -1.731  -0.0370
3 C 1.381 -1.982 -2.112  -0.1706
4 H 0.356 -4.219 1.405  0.1087
5 C 3.996 -2.660 1.864  -0.1129
6 N -0.879 0.304 2.387  0.0625
7 C -4.414 0.997 -1.117  -0.0152
8 N 2.128 -1.291 -1.072  -0.0949
9 H 2.118 -3.054 -3.917  0.1168
10 H 5.169 -4.752 -0.552  0.0796
11 C -3.134 -2.592 2.185  -0.0638
12 Na -0.190 -0.394 0.100  0.1704
13 C 0.274 2.230 2.732  -0.8746
14 C 3.637 -3.257 -0.910  -0.2302
15 C 0.760 -5.372 -0.412  -0.0575
16 C -2.994 4.995 4.330  -0.1081
17 C -1.224 3.564 5.130  -0.2755
18 C -1.829 2.470 -3.484  -0.0920
19 H -2.295 4.570 -3.442  0.0971
20 N 0.162 -3.017 -0.198  0.1335
21 H -3.486 5.482 3.496  0.0936
22 C -4.303 -2.092 2.739  -0.0945
23 N -0.151 2.725 4.914  -0.0377
24 C -2.928 -1.005 -1.374  -0.4711
25 C 3.363 -3.582 -2.233  -0.1139
26 H -3.197 4.634 7.682  0.0886
27 H -4.368 5.765 5.799  0.0819
28 S 1.012 2.310 1.203  0.5853
29 C -2.076 -0.476 2.562  -0.2366
30 H 5.458 -4.229 1.820  0.0765
31 H 1.028 -1.220 -2.814  0.1423
32 C 3.109 -1.900 1.079  -0.3004
33 H 2.171 2.581 -1.312  0.0335
34 C 2.063 -3.191 -2.830  -0.1904
35 C 0.769 -4.058 -2.476  -0.1680
36 N 2.353 -0.891 1.687  0.1099
37 N 0.636 2.937 3.748  -0.0167
38 H 3.781 -0.706 -2.289  0.0884
39 H 3.877 -4.439 -2.665  0.0644
40 H 0.148 -4.219 -3.360  0.1303
41 C -2.011 -1.782 2.098  -0.0154
42 C -2.375 2.367 0.032  -0.1492
43 C 2.953 -2.173 -0.268  -0.1782
44 C -1.720 3.741 6.433  -0.0552
45 N 0.280 1.854 -2.536  0.1337
46 H -1.102 -2.155 1.640  0.0850
47 H -1.527 2.865 0.492  0.0506
48 N -2.166 1.102 -0.319  0.1235
49 N 1.763 3.417 -1.713  0.0946
50 H 4.108 -2.444 2.921  0.0686
51 C -2.835 4.521 6.667  -0.1296
52 C -1.566 3.805 -3.202  -0.1024
53 H 3.452 0.323 -0.876  0.0826
54 H -5.179 0.381 -1.568  0.1076
55 H -2.760 2.153 -3.934  0.0971
56 C -4.355 -0.783 3.207  -0.0921
57 H -3.264 1.065 3.461  0.1020
58 H -5.584 2.789 -0.926  0.0947
59 C -3.164 0.428 -0.894  -0.1859
60 C 4.594 -3.948 -0.101  -0.1017
61 H 2.109 -0.104 1.103  -0.0165
62 H 2.378 0.408 -2.288  0.0523
63 H 2.747 -0.559 2.554  0.0765
64 H 1.281 -6.204 -2.269  0.1048
65 H -3.098 -3.598 1.787  0.1068
66 C -3.581 3.021 -0.173  -0.0716
67 C 0.199 -2.892 -1.648  -0.2800
68 N -1.631 -1.336 -1.406  0.1059
69 H -1.504 4.105 3.070  0.0911
70 H 0.921 -6.277 0.160  0.0853
71 H -1.223 3.243 7.258  0.0986
72 C -4.623 2.315 -0.755  -0.0797
73 C 0.533 3.135 -2.284  -0.4123
74 N -0.934 1.415 2.906  0.0488
75 C -3.244 0.039 3.121  -0.0241
76 H -5.276 -0.396 3.627  0.0937
77 C -0.379 4.154 -2.595  -0.0409
78 C 4.742 -3.657 1.234  -0.1722
79 C -1.877 4.215 4.078  -0.0346
80 H -0.146 5.184 -2.355  0.0994
81 O -1.669 -2.857 -3.151  0.0498
82 H 1.732 4.156 -1.027  0.0608
83 C -0.876 1.536 -3.115  -0.1400
84 H -3.691 4.057 0.123  0.0942
85 H -5.187 -2.717 2.791  0.0935
86 C 0.388 -4.157 0.315  -0.1297
87 C -1.176 -2.387 -2.133  -0.4243
88 O -3.927 -1.679 -1.632  0.0182
89 H -1.053 0.474 -3.259  0.1027
90 H 0.470 2.667 5.707  0.1156
91 C -3.490 5.158 5.617  -0.1389



No. 4
C30H28MnN10SSi as an isolated structure. Source: the OMol25 dataset; level of theory: wB97M-V/def2-TZVPD.

Results
2S+1   2
Highest occupied orbital energy (spin up / spin down)   -5.735 / -5.682 eV

Last column: Löwdin spin population.
Geometry (Å):
1 H 2.606 -3.610 -0.066  0.0000
2 N 3.404 1.285 -1.839  0.0029
3 N -4.113 -2.089 -1.269  0.0228
4 N -0.591 0.309 0.944  -0.0146
5 C -3.887 -1.858 6.172  0.0001
6 H -4.624 -2.643 6.298  0.0001
7 H 5.724 1.106 -1.214  -0.0002
8 H -0.663 1.472 4.114  0.0000
9 C 3.795 0.743 -0.694  0.0002
10 C -3.490 -1.687 -0.212  -0.0012
11 H -1.485 -1.712 -3.408  0.0005
12 C 1.554 1.809 -3.037  -0.0047
13 H 4.332 -2.374 -3.794  0.0000
14 C -2.080 -1.709 -2.506  0.0084
15 N 0.890 2.397 0.555  -0.0086
16 H -3.742 -2.164 4.077  -0.0001
17 H -2.923 -1.697 2.338  0.0005
18 N 1.513 4.291 2.471  -0.0019
19 H 1.011 -3.306 -4.022  0.0000
20 H -2.571 2.905 -4.874  0.0001
21 C -0.360 1.057 2.061  -0.0036
22 C -2.619 -0.252 7.129  0.0003
23 H -3.870 -2.390 -3.351  -0.0003
24 H -1.323 0.892 5.895  -0.0002
25 C -0.923 0.841 3.283  0.0000
26 H 0.524 3.091 3.803  0.0000
27 H 3.892 -2.413 -0.186  0.0004
28 H 5.508 0.384 0.347  0.0001
29 C 1.514 -3.723 -3.147  -0.0012
30 C -1.629 -0.602 1.010  -0.0118
31 Mn 0.758 0.702 -0.550  1.0116
32 C -0.085 -1.091 -1.406  -0.0011
33 H -0.100 2.665 -5.064  -0.0001
34 C -3.359 -2.077 -2.452  0.0000
35 C -1.990 2.540 -4.037  0.0009
36 C 1.107 -1.241 -1.692  -0.0088
37 C 0.823 3.205 2.770  -0.0003
38 N 5.136 0.628 -0.552  -0.0012
39 H 4.011 -3.930 -1.096  0.0001
40 C -3.384 -1.582 4.914  -0.0019
41 C 0.102 1.926 -3.063  -0.0006
42 H -2.263 1.439 -0.853  -0.0001
43 Si 2.455 -2.397 -2.213  -0.0015
44 C -0.617 2.404 -4.151  -0.0011
45 H -3.679 2.309 -2.713  -0.0001
46 H 4.292 -0.849 -2.896  0.0000
47 N -0.515 1.579 -1.916  -0.0022
48 H 2.193 -4.506 -3.493  -0.0002
49 H -2.321 0.271 8.031  0.0001
50 H 1.897 3.601 -0.788  -0.0001
51 C 1.575 3.496 0.240  -0.0020
52 S 2.797 0.149 0.572  0.0033
53 C -2.145 -1.218 -0.123  0.0182
54 H 2.177 2.120 -3.868  -0.0005
55 C 3.325 -3.153 -0.748  0.0005
56 H -4.081 -1.633 0.697  -0.0005
57 H 0.757 -4.187 -2.512  0.0000
58 C -2.612 2.210 -2.843  -0.0010
59 H 2.435 5.333 0.942  -0.0001
60 C 1.877 4.441 1.198  -0.0013
61 H 3.156 -1.122 -4.213  0.0000
62 C -1.832 1.733 -1.802  0.0026
63 C -2.436 -0.571 4.752  -0.0006
64 C 0.486 2.241 1.818  -0.0025
65 N 2.063 1.342 -1.952  -0.0043
66 C -2.056 0.100 5.911  -0.0018
67 N -3.524 -1.212 7.279  -0.0023
68 C -2.212 -0.889 2.296  0.0064
69 C -1.860 -0.226 3.424  -0.0077
70 N -1.399 -1.300 -1.343  0.0124
71 C 3.675 -1.603 -3.381  0.0001



Calculated values (eV) of electronic energy for the records, taken in order: -16313.8351, -114771.5751, -77802.9179, -96497.9128.